# 1
Entry from OMol25: the molecule C5H7NO at a distorted geometry (wB97M-V/def2-TZVPD).

Results
- Kohn-Sham gap (eV) = 9.1
- multiplicity = 1
- E_tot (eV) = -8831.8937
- energy relative to the best compared isomer or geometry (same formula, charge and spin) (kJ/mol) = 415.8
- molecular weight (g mol⁻¹) = 97.117
- net charge = 0

Element x y z (Å)
C (1.2132, -0.9773, -1.5179)
N (0.5922, -0.3074, -0.4066)
C (0.7968, 1.2658, 1.9151)
C (-0.4189, 1.0640, 1.5142)
C (-1.3186, 0.3976, 0.8451)
C (-0.6650, -0.3096, -0.2886)
O (-1.4867, -0.8611, -1.2228)
H (0.7276, -0.7503, -2.4746)
H (1.1961, -2.0653, -1.3716)
H (2.2575, -0.6564, -1.5664)
H (1.4467, 2.0650, 1.5753)
H (0.3352, 1.3116, 2.9583)
H (-2.3696, 0.4545, 1.0543)
H (-2.4042, -0.6632, -1.0017)



# 2
Entry from OMol25: a structure of composition C39H52CrN3O4SbSi at a distorted geometry (wB97M-V/def2-TZVPD).

Results
- Kohn-Sham gap (spin up / spin down) (eV) = 5.6 / 5.6
- multiplicity = 5
- E_tot (eV) = -96787.7105
- energy relative to the best compared isomer or geometry (same formula, charge and spin) (kJ/mol) = 18.5
- expectation value of S² = 6.018
- molecular weight (g mol⁻¹) = 828.704
- net charge = -2

Element x y z (Å)
Cr (0.2183, -0.0018, -0.3316)
C (3.3031, -3.0222, 1.0788)
O (2.8093, -3.9213, 0.0844)
C (1.4505, -4.0276, -0.0680)
C (0.9570, -5.3112, -0.1313)
C (-0.3965, -5.5582, -0.3763)
C (-1.2423, -4.4915, -0.5574)
C (-0.7772, -3.1693, -0.5035)
C (-1.7455, -2.1222, -0.7337)
N (-1.4981, -0.8706, -0.6809)
N (-2.5622, 0.0013, -0.8730)
C (-2.1621, 1.2205, -0.6345)
O (-0.9437, 1.5186, -0.3220)
C (-3.1579, 2.3126, -0.7254)
C (-4.4417, 2.0795, -1.2127)
C (-5.3537, 3.1193, -1.3085)
C (-4.9985, 4.4036, -0.9122)
C (-3.7216, 4.6356, -0.4179)
C (-2.8069, 3.5960, -0.3269)
C (0.6017, -2.9029, -0.2477)
O (1.0896, -1.7027, -0.2468)
H (4.3818, -3.1765, 1.1061)
H (2.8767, -3.2552, 2.0564)
H (3.0891, -1.9858, 0.8374)
H (1.6569, -6.1263, 0.0113)
H (-0.7696, -6.5743, -0.4142)
H (-2.2981, -4.6570, -0.7500)
H (-2.7731, -2.4145, -0.9436)
H (-4.6996, 1.0699, -1.5087)
H (-6.3490, 2.9283, -1.6956)
H (-5.7128, 5.2157, -0.9881)
H (-3.4385, 5.6331, -0.1033)
H (-1.8103, 3.7616, 0.0621)
C (-2.9564, -1.5046, 5.6282)
Si (-2.6110, -0.6834, 3.9243)
C (-3.8203, -1.6015, 2.8045)
C (-3.2982, 1.0747, 4.1338)
N (-1.0649, -0.7023, 3.2711)
C (0.1159, -0.6062, 3.9097)
C (0.2655, -0.4201, 5.3269)
C (1.4979, -0.3694, 5.9542)
C (2.6827, -0.4829, 5.2339)
C (2.5821, -0.6361, 3.8510)
C (1.3600, -0.6889, 3.2006)
H (-4.0040, -1.8194, 5.6976)
H (-2.7575, -0.8271, 6.4666)
H (-2.3296, -2.3949, 5.7674)
H (-4.8104, -1.6720, 3.2725)
H (-3.4632, -2.6171, 2.5988)
H (-3.9343, -1.0825, 1.8468)
H (-4.2740, 1.0895, 4.6354)
H (-3.4149, 1.5506, 3.1525)
H (-2.6037, 1.6892, 4.7180)
H (-0.6310, -0.3235, 5.9232)
H (1.5388, -0.2381, 7.0319)
H (3.6469, -0.4426, 5.7280)
H (3.4954, -0.7031, 3.2641)
H (1.3688, -0.7981, 2.1159)
C (3.6504, 2.1778, 1.8060)
Sb (2.1898, 1.8639, 0.2335)
C (3.3392, 2.9289, -1.2442)
C (1.0939, 3.6095, 0.8662)
H (4.0252, 3.2008, 1.7278)
H (4.4876, 1.4793, 1.7226)
H (3.1701, 2.0332, 2.7768)
H (4.2143, 3.3792, -0.7720)
H (2.7029, 3.7015, -1.6749)
H (3.6402, 2.2448, -2.0388)
H (1.7845, 4.3449, 1.2824)
H (0.3632, 3.3098, 1.6181)
H (0.5707, 4.0286, 0.0059)
C (0.0845, 3.5810, -2.9316)
C (-0.1564, 2.6346, -4.1113)
C (-1.3394, 1.6986, -3.8311)
C (1.0555, 1.8125, -4.5156)
C (1.5023, 1.9287, -5.8271)
C (2.5191, 1.1347, -6.3435)
C (3.0571, 0.1572, -5.5145)
C (2.6506, -0.0083, -4.1955)
C (3.1973, -1.2072, -3.4345)
C (2.0740, -2.2305, -3.2162)
C (3.8958, -0.8699, -2.1114)
C (1.6634, 0.8642, -3.6233)
O (1.3598, 0.8003, -2.3611)
H (-0.8155, 4.1703, -2.7222)
H (0.9095, 4.2677, -3.1497)
H (0.3295, 3.0037, -2.0440)
H (-0.4176, 3.2521, -4.9769)
H (-1.0930, 1.0314, -3.0055)
H (-1.5565, 1.0852, -4.7097)
H (-2.2403, 2.2617, -3.5609)
H (1.0289, 2.6667, -6.4718)
H (2.8632, 1.2583, -7.3648)
H (3.8172, -0.5136, -5.9105)
H (3.9457, -1.6714, -4.0849)
H (1.2767, -1.7813, -2.6260)
H (2.4374, -3.1138, -2.6786)
H (1.6576, -2.5456, -4.1774)
H (3.1820, -0.4292, -1.4229)
H (4.7179, -0.1648, -2.2747)
H (4.3002, -1.7810, -1.6571)



# 3
Entry from OMol25: a structure of composition C5H9N3 at a distorted geometry (wB97M-V/def2-TZVPD).

Results
- Kohn-Sham gap (eV) = 9.4
- multiplicity = 1
- E_tot (eV) = -9798.0307
- energy relative to the best compared isomer or geometry (same formula, charge and spin) (kJ/mol) = 331.5
- molecular weight (g mol⁻¹) = 111.148
- net charge = 0

Element x y z (Å)
C (0.7256, 1.3006, -0.1046)
C (-1.4200, 0.6271, 0.0206)
C (-1.1685, -0.5538, -0.9995)
C (-0.0509, -0.9351, -0.0603)
C (-1.0315, -0.4598, 0.9926)
H (2.9956, 0.3077, -0.5721)
H (2.5403, -0.1063, 0.9914)
H (1.6105, 1.9525, -0.0142)
H (-2.3291, 1.1775, -0.0110)
H (-2.0090, -1.1860, -1.0128)
H (-0.8501, -0.2404, -1.9553)
H (0.4021, -1.9384, 0.0964)
H (-1.8052, -1.1937, 1.0230)
H (-0.6480, -0.0360, 1.8827)
N (2.3924, -0.4218, -0.0039)
N (1.0901, 0.0410, -0.2470)
N (-0.4444, 1.6649, -0.0260)



# 4
Entry from OMol25: the ion C7H9N3O with charge +2 at a distorted geometry (wB97M-V/def2-TZVPD).

Results
- Kohn-Sham gap (spin up / spin down) (eV) = 7.2 / 6.5
- multiplicity = 1
- E_tot (eV) = -13898.0253
- molecular weight (g mol⁻¹) = 151.169
- net charge = +2

Element x y z (Å)
C (2.2842, -0.3857, -0.0699)
C (1.0347, -0.9749, 0.2443)
C (2.3560, 0.9566, -0.2879)
C (-3.1339, -0.0265, -0.7043)
C (-0.1116, -0.2258, 0.3639)
C (1.1650, 1.8146, -0.2634)
C (-1.4187, -0.8021, 0.8107)
N (-0.0739, 1.1372, 0.1223)
N (-2.4596, -0.9587, -0.2527)
N (-1.1167, 1.8643, 0.4503)
O (-1.2477, 3.0067, 0.1639)
H (3.1716, -1.0055, -0.1004)
H (0.9925, -2.0435, 0.4107)
H (3.3057, 1.4529, -0.4594)
H (-3.9529, 0.1248, -1.3816)
H (1.3513, 2.6691, 0.4145)
H (0.9806, 2.3057, -1.2393)
H (-1.2451, -1.7834, 1.2584)
H (-1.8477, -0.1330, 1.5673)
H (-2.5973, -1.9533, -0.5114)



# 5
Entry from OMol25: a structure of composition C46H37BrCsF3IN5S5Sb (wB97M-V/def2-TZVPD).

Results
- Kohn-Sham gap (eV) = 6.3
- multiplicity = 1
- E_tot (eV) = -203313.5584
- energy relative to the best compared isomer or geometry (same formula, charge and spin) (kJ/mol) = 0.0
- molecular weight (g mol⁻¹) = 1338.639
- net charge = -1

Element x y z (Å)
Cs (0.1127, 1.8409, 1.4065)
S (-1.6538, 0.3910, 4.3233)
C (-0.0994, 0.1048, 5.0683)
C (0.1066, 0.5352, 6.3889)
C (1.2831, 0.3050, 7.0692)
C (2.3309, -0.3811, 6.4599)
C (2.1623, -0.8169, 5.1582)
C (0.9777, -0.5781, 4.4656)
S (1.0041, -1.0763, 2.7599)
C (-0.0806, -2.5041, 2.5918)
C (-1.5175, -2.2220, 2.2681)
C (-2.5100, -2.7812, 3.0573)
C (-3.8350, -2.5119, 2.7580)
C (-4.1151, -1.6950, 1.6836)
C (-3.0567, -1.1956, 0.9223)
C (-3.4077, -0.3230, -0.2622)
S (-1.9774, 0.5250, -0.9518)
C (-2.7106, 1.9989, -1.6276)
C (-4.0570, 2.0707, -1.9623)
C (-4.6082, 3.2390, -2.4673)
C (-3.7878, 4.3431, -2.6545)
C (-2.4420, 4.2591, -2.3569)
C (-1.8506, 3.0968, -1.8490)
S (-0.1203, 3.0521, -1.5647)
N (-1.7871, -1.4628, 1.1958)
H (-0.7012, 1.0690, 6.8730)
H (1.3880, 0.6644, 8.0865)
H (3.2575, -0.5668, 6.9872)
H (2.9572, -1.3466, 4.6483)
H (-0.0095, -3.1100, 3.4958)
H (0.3629, -3.0911, 1.7811)
H (-2.2372, -3.3783, 3.9159)
H (-4.6348, -2.9146, 3.3663)
H (-5.1321, -1.4341, 1.4200)
H (-4.1230, 0.4289, 0.0802)
H (-3.9227, -0.9367, -1.0078)
H (-4.6920, 1.2033, -1.8381)
H (-5.6607, 3.2766, -2.7186)
H (-4.1920, 5.2694, -3.0448)
H (-1.8006, 5.1163, -2.5196)
C (-5.0238, 4.0396, 4.6834)
C (-3.5936, 4.4040, 4.7935)
N (-3.0959, 5.1918, 5.6972)
N (-1.7634, 5.1994, 5.4237)
C (-1.4183, 4.4357, 4.3700)
S (0.1006, 4.1521, 3.7548)
N (-2.6209, 3.9355, 3.9598)
N (-2.7811, 3.0945, 2.8388)
H (-5.5637, 4.5233, 5.4931)
H (-5.1532, 2.9590, 4.7751)
H (-5.4515, 4.3633, 3.7328)
H (-1.1202, 5.7133, 5.9966)
H (-3.7685, 2.8509, 2.8481)
H (-2.2973, 2.2232, 3.1314)
Br (-0.2421, -6.5237, -1.4313)
C (0.0144, -5.4603, -2.9762)
C (0.3896, -6.1129, -4.1461)
C (0.6108, -5.3855, -5.3017)
C (0.4579, -4.0058, -5.2868)
C (0.0838, -3.3636, -4.1202)
C (-0.1481, -4.0820, -2.9499)
I (-0.6562, -3.0275, -1.2368)
H (0.5091, -7.1872, -4.1352)
H (0.9061, -5.8968, -6.2085)
H (0.6335, -3.4200, -6.1795)
H (-0.0234, -2.2881, -4.1128)
F (6.7234, 3.9355, -2.1981)
C (5.6699, 3.1082, -1.9927)
C (5.8959, 1.8684, -1.4295)
C (4.8059, 1.0300, -1.2319)
C (3.5239, 1.4255, -1.5884)
C (3.3369, 2.6861, -2.1460)
C (4.4093, 3.5382, -2.3555)
Sb (1.7983, 0.1841, -1.2910)
C (1.3966, 0.0111, -3.3895)
C (0.1690, 0.3857, -3.9201)
C (-0.0814, 0.3078, -5.2837)
C (0.9257, -0.1469, -6.1103)
F (0.6887, -0.2474, -7.4421)
C (2.1728, -0.4999, -5.6317)
C (2.3953, -0.4048, -4.2658)
C (2.8763, -1.6885, -1.1036)
C (2.8301, -2.7375, -2.0186)
C (3.3771, -3.9818, -1.7426)
C (3.9837, -4.1720, -0.5165)
F (4.5177, -5.3826, -0.2288)
C (4.0493, -3.1713, 0.4299)
C (3.4824, -1.9417, 0.1233)
H (6.8985, 1.5687, -1.1565)
H (4.9814, 0.0504, -0.8025)
H (2.3417, 3.0204, -2.4207)
H (4.2762, 4.5197, -2.7895)
H (-0.6096, 0.7650, -3.2734)
H (-1.0352, 0.6028, -5.7001)
H (2.9447, -0.8274, -6.3148)
H (3.3818, -0.6518, -3.8873)
H (2.3337, -2.6153, -2.9726)
H (3.3229, -4.7942, -2.4556)
H (4.5127, -3.3593, 1.3888)
H (3.4994, -1.1812, 0.8977)



# 6
Entry from OMol25: a cluster of 2 separate species, C5H9N2O in total at a distorted geometry (wB97M-V/def2-TZVPD).

Results
- Kohn-Sham gap (eV) = 9.1
- multiplicity = 1
- E_tot (eV) = -10349.4799
- energy relative to the best compared isomer or geometry (same formula, charge and spin) (kJ/mol) = 303.1
- molecular weight (g mol⁻¹) = 113.140
- net charge = +1

Element x y z (Å)
C (-2.5710, 0.3519, 0.5252)
C (-0.0850, -1.8710, -0.2398)
C (-1.7730, 1.3665, -0.2797)
C (-0.8762, -0.8203, -0.1344)
C (2.9948, -0.3889, 0.5199)
N (-2.0347, -0.7877, 0.5695)
N (-0.6161, 0.5547, -0.7682)
O (0.5623, -2.8126, -0.2959)
H (-3.4907, 0.5872, 1.0237)
H (2.2195, -0.7192, 1.1988)
H (-2.3567, 1.7741, -1.1037)
H (-1.4423, 2.1859, 0.3605)
H (3.7112, -1.1866, 0.3830)
H (3.5021, 0.4682, 0.9422)
H (2.5763, -0.1216, -0.4458)
H (-0.6082, 0.4843, -1.7920)
H (0.2877, 0.9350, -0.4636)